[1]
3 unconnected molecules or ions with the total composition CH9N4O in a non-equilibrium geometry, computed with ωB97M-V/def2-TZVPD.

The value obtained for the HOMO-LUMO gap is 0.381 Eh. Its strongest force on any atom is 4.0 eV/A. Its net charge is +1.

The geometry in XYZ format:
```
15
Properties=species:S:1:pos:R:3:lowdin_charge:R:1
C -0.99 1.12 2.70 -0.336
N -0.70 1.75 3.67 0.258
N 1.03 -0.53 -1.22 -0.041
N 1.30 -0.37 0.19 -0.032
N -1.41 0.15 -0.86 0.285
O -0.98 0.44 1.75 0.084
H -1.16 2.08 4.47 0.091
H 2.22 -0.49 0.37 0.043
H 1.80 -0.04 -1.63 0.120
H 1.04 -1.49 -1.33 0.076
H 0.63 -0.89 0.83 0.109
H -2.20 -0.33 -1.15 0.116
H -1.37 0.30 0.10 0.020
H -1.46 1.09 -1.27 0.160
H -0.46 -0.27 -1.15 0.046
```

[2]
A molecular structure, C4H5N3 in a non-equilibrium geometry, computed with ωB97M-V/def2-TZVPD.

The value obtained for the HOMO-LUMO gap is 0.325 Eh. Its strongest force on any atom is 7.5 eV/A.

The geometry in XYZ format:
```
12
Properties=species:S:1:pos:R:3:lowdin_charge:R:1
C 1.97 -0.24 0.00 -0.204
C -0.06 -0.75 0.00 -0.328
C 0.00 0.69 0.05 -0.107
C -1.60 0.38 0.14 -0.091
N 1.17 -1.29 -0.04 0.100
N 1.31 0.97 0.09 0.066
N -1.54 -1.23 0.09 0.062
H 3.03 -0.31 -0.03 0.108
H -2.05 0.67 1.09 0.087
H -2.15 0.79 -0.71 0.087
H 1.75 1.87 0.16 0.148
H -1.82 -1.56 -0.83 0.071
```

[3]
2 unconnected molecules or ions with the total composition C9H15F3NS2 in a non-equilibrium geometry, computed with ωB97M-V/def2-TZVPD.

The value obtained for the HOMO-LUMO gap is 0.286 Eh. Its strongest force on any atom is 3.1 eV/A. Its net charge is +1.

The geometry in XYZ format:
```
30
Properties=species:S:1:pos:R:3:lowdin_charge:R:1
C 2.96 -0.56 -1.73 -0.136
C 2.02 -0.96 -0.59 -0.141
N 0.65 -0.37 -0.88 -0.047
C 0.75 0.51 -2.11 -0.161
C 0.45 2.00 -1.90 -0.514
F 0.57 2.70 -3.08 0.135
F -0.82 2.21 -1.44 0.101
F 1.31 2.59 -1.00 0.120
C 2.18 0.37 -2.66 -0.107
H 3.88 -0.08 -1.35 0.127
H 3.28 -1.44 -2.32 0.120
H 2.01 -2.05 -0.52 0.125
H 2.34 -0.56 0.37 0.111
H -0.03 -1.14 -1.10 0.124
H -0.04 0.23 -2.84 0.173
H 2.66 1.35 -2.76 0.123
H 2.09 -0.05 -3.68 0.131
C -2.87 -0.90 2.85 -0.285
C -3.12 0.11 1.73 -0.408
S -2.07 -0.15 0.25 0.950
C -0.51 -0.06 0.89 -0.788
S -0.07 -1.02 2.20 0.955
C -1.45 -0.74 3.42 -0.382
H -3.61 -0.76 3.66 0.134
H -3.02 -1.92 2.48 0.118
H -4.15 0.03 1.38 0.093
H -2.96 1.14 2.09 0.099
H 0.16 0.74 0.57 0.041
H -1.31 0.26 3.86 0.098
H -1.28 -1.47 4.21 0.091
```

[4]
A molecular structure, C36H27GeIrN4O2, computed with ωB97M-V/def2-TZVPD.

The value obtained for the HOMO-LUMO gap is 0.219 Eh. Its strongest force on any atom is 0.3 eV/A. Its net charge is +2.

The geometry in XYZ format:
```
71
Properties=species:S:1:pos:R:3:lowdin_charge:R:1
Ir 0.25 -0.40 -0.82 1.153
O 0.24 -2.97 -4.03 0.190
C 0.36 -2.64 -2.89 -0.400
N 1.28 -1.68 -2.37 0.092
C 2.46 -2.04 -2.00 -0.174
C 3.23 -3.16 -2.49 0.031
C 4.54 -3.19 -2.19 0.003
C 5.18 -2.17 -1.36 0.010
C 4.49 -1.18 -0.78 0.029
C 3.07 -1.15 -0.98 -0.146
N 2.19 -0.45 -0.32 0.007
C 2.60 0.77 0.35 -0.373
O 3.39 0.83 1.23 0.196
C 1.94 1.90 -0.37 -0.202
C 2.46 3.17 -0.35 0.047
C 1.87 4.13 -1.16 0.004
C 0.79 3.77 -1.94 0.009
C 0.31 2.47 -1.89 -0.066
N 0.88 1.55 -1.12 -0.060
C -0.43 -3.17 -1.73 -0.179
C -1.06 -4.39 -1.82 0.046
C -1.61 -4.94 -0.67 0.009
C -1.48 -4.25 0.52 0.011
C -0.86 -3.01 0.53 -0.067
N -0.36 -2.46 -0.57 -0.050
H 2.77 -3.88 -3.15 0.133
H 5.17 -3.97 -2.60 0.131
H 6.24 -2.26 -1.19 0.132
H 4.96 -0.47 -0.11 0.126
H 3.31 3.39 0.28 0.145
H 2.25 5.14 -1.18 0.134
H 0.31 4.48 -2.60 0.130
H -0.54 2.15 -2.48 0.109
H -1.08 -4.89 -2.78 0.141
H -2.11 -5.90 -0.70 0.133
H -1.87 -4.65 1.45 0.129
H -0.78 -2.44 1.44 0.092
C 1.09 4.49 2.96 -0.057
C 1.41 3.22 3.40 -0.056
C 0.77 2.12 2.84 -0.115
C -0.18 2.28 1.83 -0.307
C -0.47 3.57 1.39 -0.115
C 0.15 4.67 1.96 -0.068
Ge -1.03 0.72 1.04 1.005
C -2.21 1.15 -0.47 -0.305
C -2.90 2.30 -0.83 -0.077
C -3.37 2.45 -2.13 -0.030
C -3.13 1.48 -3.11 -0.049
C -2.45 0.33 -2.78 -0.053
C -2.00 0.17 -1.47 -0.270
C -1.89 -0.47 2.30 -0.342
C -1.22 -0.97 3.42 -0.125
C -1.84 -1.86 4.28 -0.063
C -3.15 -2.26 4.03 -0.060
C -3.83 -1.77 2.92 -0.063
C -3.20 -0.88 2.06 -0.108
H 1.58 5.35 3.41 0.116
H 2.14 3.07 4.19 0.117
H 1.03 1.13 3.21 0.092
H -1.20 3.73 0.60 0.080
H -0.11 5.66 1.62 0.115
H -3.11 3.07 -0.10 0.111
H -3.95 3.33 -2.39 0.124
H -3.51 1.63 -4.11 0.122
H -2.30 -0.45 -3.52 0.121
H -1.76 -0.85 -1.11 0.067
H -0.20 -0.67 3.62 0.093
H -1.31 -2.23 5.15 0.115
H -3.64 -2.95 4.70 0.115
H -4.85 -2.08 2.74 0.114
H -3.75 -0.51 1.20 0.101
```

[5]
A molecular structure, C26H24GaN4O2 in a non-equilibrium geometry, computed with ωB97M-V/def2-TZVPD.

The value obtained for the HOMO-LUMO gap is 0.210 Eh. Its strongest force on any atom is 2.9 eV/A. Its net charge is +3.

The geometry in XYZ format:
```
57
Properties=species:S:1:pos:R:3:lowdin_charge:R:1
Ga 0.49 -0.48 -0.18 0.868
C 1.64 0.08 -4.40 0.003
O 2.79 -0.15 -3.56 0.140
C 2.37 -0.37 -2.37 -0.260
N 1.08 -0.29 -2.16 0.105
C 0.45 0.15 -3.41 -0.192
C -0.22 1.50 -3.20 -0.195
C -1.47 1.49 -2.58 -0.063
C -2.21 2.66 -2.47 -0.053
C -1.69 3.85 -2.99 -0.031
C -0.41 3.87 -3.53 -0.024
C 0.33 2.70 -3.63 -0.016
C 3.24 -0.78 -1.26 -0.109
C 4.61 -1.04 -1.28 0.107
C 5.20 -1.48 -0.09 0.066
C 4.44 -1.67 1.06 0.106
C 3.08 -1.39 0.98 -0.107
N 2.53 -0.95 -0.15 0.102
C 2.06 -1.49 2.03 -0.254
N 0.83 -1.19 1.73 0.086
C 0.03 -1.27 2.95 -0.188
C 1.08 -1.76 3.99 0.001
O 2.31 -1.84 3.24 0.142
C -0.61 0.07 3.30 -0.180
C -0.84 1.05 2.35 -0.064
C -1.42 2.26 2.68 -0.045
C -1.78 2.50 4.00 -0.030
C -1.57 1.53 4.96 -0.021
C -1.00 0.32 4.62 -0.013
H 1.56 -0.76 -5.09 0.159
H 1.80 0.99 -4.98 0.141
H -0.33 -0.57 -3.68 0.163
H -1.91 0.55 -2.27 0.087
H -3.19 2.66 -2.02 0.117
H -2.28 4.75 -2.97 0.125
H 0.00 4.79 -3.90 0.126
H 1.32 2.75 -4.05 0.116
H 5.19 -0.91 -2.18 0.154
H 6.26 -1.68 -0.06 0.149
H 4.88 -2.01 1.98 0.154
H -0.77 -2.00 2.81 0.166
H 0.86 -2.75 4.39 0.159
H 1.25 -1.06 4.81 0.150
H -0.58 0.88 1.26 0.061
H -1.60 3.02 1.94 0.119
H -2.24 3.45 4.26 0.128
H -1.83 1.72 6.00 0.131
H -0.88 -0.46 5.36 0.129
C -4.40 -2.55 0.42 -0.036
C -3.55 -2.42 -0.86 -0.162
C -2.28 -1.89 -0.62 -0.053
N -1.23 -1.44 -0.41 0.229
H -5.36 -2.97 0.12 0.103
H -4.58 -1.59 0.88 0.093
H -3.94 -3.22 1.14 0.092
H -4.06 -1.76 -1.57 0.160
H -3.44 -3.41 -1.34 0.165
```

[6]
CH4N2O2S in the gas phase in a non-equilibrium geometry, computed with ωB97M-V/def2-TZVPD.

The value obtained for the HOMO-LUMO gap is 0.333 Eh. Its strongest force on any atom is 2.7 eV/A. The structure (SMILES) is NC(N)=S(=O)=O.

The geometry in XYZ format:
```
10
Properties=species:S:1:pos:R:3:lowdin_charge:R:1
C -0.25 -0.03 -0.48 -0.382
N -0.93 1.05 -0.30 0.147
N -0.72 -1.19 -0.05 0.133
O 2.02 -1.16 0.05 -0.531
O 1.77 1.24 0.67 -0.499
S 1.79 0.24 -0.39 0.753
H -1.81 1.16 0.09 0.100
H -0.33 1.82 -0.23 0.072
H -1.60 -1.33 0.36 0.098
H 0.06 -1.80 0.26 0.108
```

[7]
A molecular structure, C38H29CeO2P2S3 in a non-equilibrium geometry, computed with ωB97M-V/def2-TZVPD.

The value obtained for the HOMO-LUMO gap (spin up / spin down) is 0.255 / 0.255 Eh. Its strongest force on any atom is 3.5 eV/A. Its net charge is -1.

The geometry in XYZ format:
```
75
Properties=species:S:1:pos:R:3:lowdin_charge:R:1
Ce -0.50 0.29 -2.34 0.460
S -2.22 1.90 -0.82 0.360
P -1.10 1.14 0.72 0.466
C 0.14 0.37 0.03 -0.682
P 1.49 -0.58 -0.11 0.450
S 2.24 -0.42 -1.97 0.423
C 2.82 -0.20 1.18 -0.285
C 3.97 0.54 0.92 -0.078
C 4.78 1.01 1.96 -0.091
C 4.43 0.74 3.24 -0.110
C 3.20 0.15 3.52 -0.096
C 2.38 -0.31 2.51 -0.104
C 1.13 -2.34 0.20 -0.372
C 2.37 -3.18 0.28 -0.094
C 2.34 -4.31 1.00 -0.106
C 1.13 -4.70 1.71 -0.126
C -0.16 -4.49 1.43 -0.080
C -0.75 -4.03 0.14 -0.124
C -2.20 0.19 1.80 -0.337
C -1.61 -0.84 2.54 -0.076
C -2.32 -1.43 3.58 -0.052
C -3.65 -0.99 3.96 -0.069
C -4.22 -0.06 3.10 -0.091
C -3.50 0.58 2.05 -0.092
C -0.41 2.36 1.95 -0.270
C -1.18 3.03 2.88 -0.097
C -0.65 3.77 3.89 -0.107
C 0.71 3.84 4.00 -0.103
C 1.53 3.32 3.01 -0.054
C 0.95 2.58 1.93 -0.062
H 4.24 0.74 -0.12 0.091
H 5.68 1.55 1.74 0.098
H 4.99 1.00 4.11 0.095
H 2.84 0.01 4.55 0.109
H 1.42 -0.74 2.83 0.108
H 3.25 -2.83 -0.18 0.089
H 3.23 -4.88 1.25 0.103
H 1.17 -5.17 2.69 0.094
H -0.88 -4.81 2.20 0.109
H -1.84 -4.05 0.08 0.149
H -0.66 -1.23 2.21 0.070
H -1.78 -2.14 4.18 0.086
H -4.16 -1.32 4.82 0.080
H -5.23 0.31 3.29 0.101
H -4.04 1.17 1.34 0.079
H -2.23 2.96 2.80 0.093
H -1.34 4.25 4.60 0.111
H 1.13 4.49 4.78 0.103
H 2.57 3.35 3.10 0.076
H 1.60 2.22 1.14 0.101
O 1.89 2.75 -5.00 0.066
C 0.79 2.55 -4.51 -0.606
O 0.57 1.96 -3.39 -0.245
C -0.43 3.02 -5.22 -0.129
C -0.30 4.30 -5.82 -0.057
C -1.31 4.96 -6.41 -0.140
C -2.49 4.28 -6.66 -0.121
C -2.68 3.01 -6.14 -0.143
C -1.67 2.34 -5.41 -0.568
S -2.08 0.75 -4.71 0.552
H 0.68 4.83 -5.73 0.128
H -1.19 6.01 -6.77 0.109
H -3.34 4.69 -7.29 0.113
H -3.53 2.42 -6.46 0.085
C -0.48 -4.88 -2.25 -0.077
C 0.16 -4.46 -1.03 -0.125
C 0.00 -2.90 -0.69 -0.247
C -0.81 -2.04 -1.57 -0.202
C -1.45 -2.67 -2.60 -0.138
C -1.30 -4.08 -2.96 -0.082
H -0.28 -5.91 -2.55 0.103
H 1.02 -4.94 -0.65 0.100
H 0.89 -2.27 1.30 0.101
H -1.94 -2.02 -3.31 0.058
H -1.80 -4.52 -3.87 0.115
```

[8]
A molecular structure, C40H37N5P2SSnTe in a non-equilibrium geometry, computed with ωB97M-V/def2-TZVPD.

The value obtained for the HOMO-LUMO gap (spin up / spin down) is 0.188 / 0.189 Eh. Its strongest force on any atom is 1.5 eV/A. Its net charge is +2.

The geometry in XYZ format:
```
87
Properties=species:S:1:pos:R:3:lowdin_charge:R:1
Sn 1.33 0.41 -1.03 1.083
C 6.87 -0.51 1.90 -0.071
C 6.07 0.78 2.01 -0.221
N 4.64 0.57 2.07 -0.002
C 3.90 0.33 1.01 -0.740
S 2.16 0.11 1.32 0.656
N 4.44 0.25 -0.16 0.002
N 3.68 0.02 -1.21 -0.104
C 4.22 -0.39 -2.32 -0.239
C 5.70 -0.56 -2.45 0.006
C 3.31 -0.73 -3.40 -0.222
C 3.76 -1.02 -4.69 0.028
C 2.84 -1.35 -5.67 -0.006
C 1.49 -1.38 -5.34 -0.015
C 1.12 -1.10 -4.04 -0.122
N 2.00 -0.80 -3.10 -0.031
H 7.92 -0.29 2.04 0.080
H 6.74 -0.98 0.93 0.058
H 6.58 -1.22 2.67 0.078
H 6.27 1.40 1.13 0.116
H 6.36 1.32 2.91 0.123
H 4.21 0.46 2.98 0.133
H 6.17 -0.23 -1.53 0.070
H 6.09 0.03 -3.28 0.099
H 5.95 -1.61 -2.63 0.108
H 4.82 -0.97 -4.92 0.122
H 3.17 -1.57 -6.67 0.127
H 0.74 -1.63 -6.08 0.120
H 0.08 -1.13 -3.73 0.107
Te -4.14 0.60 0.10 1.459
C -3.94 -0.30 2.06 -0.494
C -3.96 0.60 3.11 -0.146
C -3.75 0.11 4.40 -0.126
N -3.52 -1.16 4.63 0.085
C -3.54 -2.02 3.64 -0.131
C -3.77 -1.65 2.32 -0.103
C -2.05 0.54 -0.11 -0.854
P -1.16 -0.99 -0.43 0.883
C -0.51 -1.79 1.07 -0.453
C -0.59 -1.27 2.35 -0.140
C 0.04 -1.95 3.38 -0.068
C 0.73 -3.12 3.14 -0.049
C 0.80 -3.64 1.85 -0.054
C 0.19 -2.97 0.81 -0.134
C -2.40 -2.16 -1.07 -0.398
C -2.70 -3.38 -0.47 -0.098
C -3.67 -4.20 -1.03 -0.046
C -4.33 -3.82 -2.19 -0.043
C -4.01 -2.62 -2.80 -0.059
C -3.05 -1.79 -2.25 -0.154
P -1.24 2.00 -0.74 0.865
C -0.50 2.73 0.76 -0.431
C -1.09 2.60 2.00 -0.087
C -0.46 3.12 3.11 -0.044
C 0.75 3.78 2.98 -0.046
C 1.33 3.93 1.73 -0.061
C 0.71 3.40 0.61 -0.154
C -2.64 3.05 -1.21 -0.453
C -3.33 2.61 -2.35 -0.179
C -4.39 3.34 -2.84 -0.060
C -4.77 4.51 -2.21 -0.040
C -4.10 4.95 -1.08 -0.045
C -3.02 4.23 -0.58 -0.067
H -4.15 1.65 2.95 0.090
H -3.77 0.77 5.25 0.116
H -3.37 -3.06 3.90 0.120
H -3.81 -2.38 1.53 0.083
H -1.12 -0.35 2.53 0.096
H -0.02 -1.56 4.39 0.119
H 1.23 -3.63 3.95 0.117
H 1.32 -4.57 1.67 0.117
H 0.26 -3.35 -0.20 0.116
H -2.17 -3.70 0.41 0.102
H -3.92 -5.13 -0.54 0.119
H -5.07 -4.46 -2.61 0.117
H -4.50 -2.34 -3.72 0.115
H -2.79 -0.86 -2.74 0.088
H -2.04 2.09 2.09 0.070
H -0.92 3.03 4.09 0.117
H 1.25 4.16 3.86 0.116
H 2.27 4.45 1.63 0.116
H 1.15 3.51 -0.37 0.095
H -3.00 1.71 -2.86 0.092
H -4.91 3.01 -3.73 0.118
H -5.59 5.09 -2.60 0.119
H -4.41 5.86 -0.59 0.119
H -2.48 4.59 0.29 0.112
```